The following is a DFT calculation (wB97M-V/def2-TZVPD) of a molecular structure, C4H8O3.

XYZ file:
```
15
C4H8O3 wB97M-V/def2-TZVPD
C 0.21468 -0.86841 1.70154
C -0.48556 0.27100 0.97358
O -0.63261 1.40548 1.57622
C -0.22272 0.38367 -0.46720
O 0.21511 -0.65837 -1.19304
C 0.04655 -0.59939 -2.56667
O -0.49241 0.29028 -3.14498
H 1.25095 -0.54385 1.83770
H 0.21027 -1.82543 1.16866
H -0.22961 -0.99856 2.69110
H -1.51473 -0.08135 0.52466
H 0.66479 1.94192 0.73331
H 1.09391 1.76826 0.06182
H -0.69362 1.19690 -1.01711
H 0.50162 -1.49624 -3.00298
```

Results
LUMO level, eV: -0.5128
HOMO energy, eV: -9.2849
Spin multiplicity: 1
Molecular weight, u: 104.105
DFT total energy, Eh: -382.77040
Energy above the lowest of the compared OMol25 structures with the same formula, charge and spin, eV: 5.291
Kohn-Sham gap, eV: 8.8